Density functional theory data (ωB97M-V/def2-TZVPD) for C4H5ClO in the gas phase.

```
11
Properties=species:S:1:pos:R:3:forces:R:3:nbo_charge:R:1
Cl -0.48647 1.86067 -1.32113 0.56 0.99 -0.80 -0.09
C -0.60452 0.68466 0.01637 -0.30 -0.15 -0.56 -0.23
C -0.77192 -0.64180 -0.62930 2.48 -0.91 1.42 -0.34
C 0.35455 -1.33259 -0.40785 0.40 2.21 1.78 0.17
O 1.32233 -0.71830 0.41574 -1.56 0.45 -1.07 -0.49
C 0.67105 0.51263 0.84376 -0.34 -0.35 -0.89 -0.09
H -1.41757 1.15402 0.54143 -0.34 -0.56 0.68 0.23
H -1.38540 -1.01902 -1.37654 -1.71 0.00 -0.89 0.24
H 0.64725 -2.28283 -0.70459 0.40 -1.49 -0.74 0.20
H 0.42152 0.36550 1.85865 -0.44 -0.13 1.27 0.19
H 1.24917 1.41707 0.76346 0.85 -0.07 -0.20 0.21
```
Positions in Å, forces in eV/Å.

Its total energy is -18797.718 eV. The maximum force is 3.0 eV/Å. The HOMO energy is -9.12 eV. The value obtained for the orbital gap is 0.370 hartree. The SMILES is Cl[C@H]1C=COC1. Its relative energy (zero: lowest compared OMol25 entry of this formula, charge and spin) is 11.1 kcal/mol. As for the total charge: 0.

***

Density functional theory data (ωB97M-V/def2-TZVPD) for a molecular structure, C7H24ClCoINP2.

```
37
Properties=species:S:1:pos:R:3:forces:R:3:nbo_charge:R:1
C 0.96347 1.00926 2.61391 -1.59 2.86 -0.55 -0.45
I 1.03106 -2.63307 2.02994 1.40 -5.20 -1.58 0.17
H 0.66197 1.39603 1.61697 0.43 0.07 0.63 0.21
H 2.03328 0.94045 2.65803 0.40 -0.37 0.18 0.24
H 0.58785 1.72862 3.35016 0.44 -0.07 -0.11 0.26
Co -0.64923 0.34974 -2.07929 0.99 0.39 -0.32 1.19
P 1.56049 -0.10098 -0.88921 2.16 0.46 -1.18 0.66
C 3.00658 -0.87852 -0.04939 0.03 -0.37 1.00 -0.89
C 2.03401 -0.85899 -2.50345 -1.10 0.38 -0.46 -0.92
H 3.11066 -0.72249 -2.54687 -0.01 -0.12 -0.50 0.25
H 3.49495 1.12626 -1.48917 -0.51 0.54 0.10 0.24
H 1.53130 -0.34374 -3.36540 0.55 -0.58 0.55 0.25
H 2.01595 2.08743 -1.87026 0.02 0.33 -0.13 0.26
H 2.85544 -1.95290 0.11340 0.26 0.09 -0.07 0.24
H 1.77686 -1.91562 -2.46378 0.08 -0.11 -0.34 0.25
C 2.49922 1.45908 -1.13499 -0.01 -0.24 0.03 -0.91
H 3.85594 -0.72979 -0.74608 -0.44 -0.26 0.53 0.27
H 2.60906 1.97642 -0.18476 0.03 0.24 -0.04 0.24
H 3.26850 -0.38836 0.90684 -0.18 -0.25 -0.40 0.24
P -1.87011 0.02624 -0.21784 -2.89 0.90 1.18 0.66
C -2.65379 -0.67254 1.30363 0.49 -0.99 0.59 -0.89
C -2.66197 1.67317 0.04639 0.13 0.12 -0.30 -0.91
H -3.08509 -0.35287 -2.37481 -0.16 -0.24 0.74 0.26
H -4.10538 -0.30654 -0.86862 0.42 -0.31 -0.66 0.27
H -3.13188 -1.76827 -1.25136 -0.01 0.20 -0.15 0.27
C -3.15000 -0.67284 -1.30205 -0.63 -0.21 -0.95 -0.95
H -2.49672 2.33528 -0.81804 -0.18 -0.08 0.38 0.27
H -3.73978 1.44662 0.17048 0.56 0.45 -0.08 0.25
H -3.72911 -0.50143 1.12877 0.46 -0.11 0.19 0.27
H -2.38884 -0.15528 2.24178 -0.05 -0.19 -0.49 0.23
H -2.28046 2.14127 0.96225 -0.06 0.03 -0.28 0.25
H -2.48707 -1.76424 1.39382 -0.08 0.56 0.08 0.26
Cl -0.70119 1.75180 -3.70656 0.02 -0.57 0.65 -0.57
N 0.26236 -0.26011 2.78089 1.17 0.91 -1.35 -0.82
H 1.08658 -0.92108 3.10003 -2.50 1.20 -0.16 0.43
H -0.02581 -0.55067 1.75111 0.42 0.30 3.05 0.47
H -0.54185 -0.29370 3.40007 -0.05 0.23 0.23 0.45
```
Positions in Å, forces in eV/Å.

Its total energy is -85946.748 eV. The maximum force is 5.6 eV/Å. The HOMO energy (alpha / beta) is -15.87 / -16.38 eV. The value obtained for the orbital gap (alpha / beta) is 0.323 / 0.213 hartree. As for the total charge: +2. As for the spin multiplicity: 5.

***

Density functional theory data (ωB97M-V/def2-TZVPD) for 2 unconnected molecules or ions with the total composition C6H8N2O4.

```
20
Properties=species:S:1:pos:R:3:forces:R:3:nbo_charge:R:1
C -1.03386 1.55503 -1.21491 0.92 1.07 -1.79 0.16
C -1.77712 0.93526 0.97276 -1.38 2.60 2.03 0.04
C 1.22591 -0.35976 -0.17356 0.15 -0.26 -0.07 0.78
C -1.57119 2.12321 0.06595 -0.04 -2.24 -0.89 -0.53
C -1.09633 -0.73492 -0.59629 -3.22 3.99 -0.79 0.59
C 3.34467 -1.55184 0.18420 1.10 -0.95 -2.77 -0.27
N -0.98373 0.30980 -1.54590 0.06 -2.74 0.97 -0.48
N -1.50946 -0.30294 0.71076 0.27 -0.22 -1.68 0.03
O -1.65277 -1.24105 1.54209 -0.30 -1.41 1.20 -0.59
O 1.23144 0.81424 -0.01749 1.69 -0.21 0.62 -0.57
O -1.39420 -2.00472 -0.82393 0.71 0.44 -0.20 -0.63
O 1.98410 -1.40510 -0.25794 -0.76 -0.85 0.39 -0.52
H -0.59031 2.26587 -2.01766 -1.09 -1.05 1.36 0.19
H -2.17211 1.20637 2.00640 0.71 -1.07 -1.39 0.22
H -0.92110 2.77287 0.58406 1.33 0.90 0.32 0.24
H -2.41920 2.77462 -0.17059 -0.54 -0.44 0.25 0.24
H 3.80429 -0.76317 -0.39582 1.11 0.03 0.41 0.20
H 3.74172 -2.58577 -0.14748 -0.96 1.76 0.38 0.21
H 3.45428 -1.47369 1.21592 -0.01 0.41 1.74 0.19
H -1.66505 -2.33428 0.07944 0.25 0.25 -0.10 0.52
```
Positions in Å, forces in eV/Å.

Its total energy is -17514.347 eV. The maximum force is 5.2 eV/Å. The HOMO energy (alpha / beta) is -6.03 / -8.95 eV. The value obtained for the orbital gap (alpha / beta) is 0.248 / 0.288 hartree. Its relative energy (zero: lowest compared OMol25 entry of this formula, charge and spin) is 29.9 kcal/mol. As for the total charge: 0. As for the spin multiplicity: 3.

***

Density functional theory data (ωB97M-V/def2-TZVPD) for a molecular structure, C5H11GdO3.

```
20
Properties=species:S:1:pos:R:3:forces:R:3:lowdin_spin:R:1
O 1.77361 2.77582 0.35654 0.25 -2.49 0.45 0.02
C 0.43560 2.98185 0.22706 -0.61 0.10 -0.32 0.00
C -0.43008 1.97980 0.99590 -0.38 1.29 0.74 0.01
O -0.16248 0.62537 0.60541 0.75 -0.95 -1.06 0.05
C -1.22309 -0.25730 0.29127 -0.38 -0.28 0.37 0.01
C -0.67715 -1.29121 -0.66387 -0.99 0.14 -0.55 0.01
O 0.57879 -1.74186 -0.15920 -0.26 -0.23 0.18 0.07
C 1.07813 -2.90939 -0.80141 0.09 -0.73 -0.47 0.02
Gd 1.97936 -0.18966 0.67008 0.91 3.11 0.19 7.80
H 0.09033 2.96562 -0.83882 0.06 -0.03 0.27 0.00
H 0.08310 3.97020 0.62330 0.26 -0.34 -0.12 0.00
H -1.50728 2.16827 0.85287 0.35 -0.04 0.21 0.00
H -0.13873 1.99516 2.05591 -0.37 0.37 -0.11 0.00
H -2.06288 0.26850 -0.18016 0.20 -0.06 0.15 0.00
H -1.54811 -0.72542 1.23284 -0.19 0.04 -0.31 0.00
H -0.52453 -0.86424 -1.66698 -0.01 -0.13 0.22 0.00
H -1.37707 -2.13597 -0.73290 0.22 0.15 -0.01 0.00
H 2.07652 -3.10671 -0.39749 -0.15 -0.07 -0.09 0.01
H 0.41753 -3.75892 -0.58298 0.24 0.20 -0.04 0.00
H 1.13843 -2.74992 -1.88737 0.01 -0.05 0.29 0.00
```
Positions in Å, forces in eV/Å.

Its total energy is -32331.664 eV. The maximum force is 3.2 eV/Å. The HOMO energy (alpha / beta) is -10.86 / -10.88 eV. The value obtained for the orbital gap (alpha / beta) is 0.261 / 0.225 hartree. Its relative energy (zero: lowest compared OMol25 entry of this formula, charge and spin) is 0.0 kcal/mol. As for the total charge: +1. As for the spin multiplicity: 9.

***

Density functional theory data (ωB97M-V/def2-TZVPD) for C6H6O in the gas phase.

```
13
Properties=species:S:1:pos:R:3:forces:R:3:nbo_charge:R:1
C 2.38406 1.87871 0.10508 2.20 3.40 -0.40 -0.22
C 1.40549 1.22428 -0.02666 -3.31 -5.23 -0.23 -0.02
C 0.53529 -0.12947 -0.11651 1.81 4.13 0.16 -0.19
C 1.33544 -1.35899 -0.18309 0.35 -0.20 0.67 0.43
O 2.47299 -1.46792 0.14133 1.53 0.32 0.01 -0.49
C -0.65256 -0.30695 0.80698 0.77 -4.26 -3.18 -0.37
C -0.84185 -0.16172 -0.69560 0.88 0.97 1.23 -0.39
H 3.07646 2.74420 0.01170 -0.74 -1.47 0.40 0.25
H 0.82803 -2.29763 -0.36171 -1.14 -0.44 -0.56 0.11
H -0.88172 0.48640 1.39022 -0.78 1.84 2.13 0.24
H -0.65979 -1.42694 1.06279 -0.66 2.17 0.60 0.22
H -0.96449 -1.02902 -1.23753 -0.76 -1.84 -1.02 0.21
H -1.23257 0.70137 -1.18507 -0.16 0.60 0.19 0.24
```
Positions in Å, forces in eV/Å.

Its total energy is -8362.446 eV. The maximum force is 6.2 eV/Å. The HOMO energy is -9.96 eV. The value obtained for the orbital gap is 0.401 hartree. The SMILES is C#CC1(C=O)CC1. Its relative energy (zero: lowest compared OMol25 entry of this formula, charge and spin) is 93.6 kcal/mol. As for the total charge: 0.

***

Density functional theory data (ωB97M-V/def2-TZVPD) for a molecular structure, C4H10O2.

```
16
Properties=species:S:1:pos:R:3:forces:R:3:nbo_charge:R:1
C -1.26354 -1.01307 -0.41185 -0.28 0.13 0.59 -0.65
C -0.24572 0.01396 0.29947 -0.25 -0.41 -0.87 0.19
C -0.81024 1.43663 0.09936 0.07 -0.07 -0.04 -0.64
O 0.12479 -0.25007 1.57890 0.73 0.07 0.06 -0.84
C 0.91765 -0.33746 -0.55302 1.69 0.47 0.55 0.01
O 2.26098 0.23033 0.51309 -0.84 -0.63 -1.15 -0.78
H -1.02429 -2.05701 -0.17277 0.05 0.32 0.11 0.22
H -2.21697 -0.76365 0.04134 -0.34 -0.19 0.01 0.23
H -1.40397 -0.94125 -1.51284 0.38 0.31 0.61 0.21
H -1.12185 1.61379 -0.93789 0.04 -0.01 0.13 0.19
H -1.68636 1.54925 0.74894 0.18 -0.09 -0.13 0.23
H -0.08976 2.21107 0.38755 -0.02 -0.24 -0.02 0.22
H 1.50032 0.06401 1.31947 -1.52 -0.19 0.30 0.51
H 1.16675 -1.39102 -0.49698 -0.03 0.05 -0.14 0.20
H 0.96673 0.11036 -1.55078 0.64 0.11 0.39 0.21
H 2.92549 -0.47588 0.64800 -0.51 0.36 -0.39 0.50
```
Positions in Å, forces in eV/Å.

Its total energy is -8402.338 eV. The maximum force is 1.8 eV/Å. The HOMO energy is -8.63 eV. The value obtained for the orbital gap is 0.331 hartree. Its relative energy (zero: lowest compared OMol25 entry of this formula, charge and spin) is 74.0 kcal/mol. As for the total charge: 0.

***

Q: total charge of number 1 (C4H5ClO)?
A: 0

***

Q: Which of these has the highest maximum force?
A: C6H6O